1.
12
Properties=species:S:1:pos:R:3:forces:R:3 method="wB97M-V/def2-TZVPD" fmax_ev_per_a=6.10 total_charge=0 multiplicity=1 smiles=SCc1nnnn1S homo_energy_ev=-9.86 orbital_gap_ev=8.7
C -0.09852 0.07611 0.85010 0.195 -5.671 2.152
H -0.49873 0.13882 -2.37263 -0.775 -0.460 1.236
H 1.45463 1.49020 1.50900 -1.493 -1.261 -2.041
N -0.89789 -2.00175 0.54027 -0.919 1.625 1.634
H 1.77595 0.45809 0.07956 0.746 -0.789 -0.275
S 0.43731 2.27523 -0.50560 -0.606 1.142 -2.003
H 0.18265 1.68431 -1.81721 0.738 0.940 2.561
N -0.65439 -0.30906 1.98283 -1.464 0.572 -1.486
N -0.02809 -1.06359 0.03253 -2.604 1.643 -1.660
S 0.31853 -0.74407 -1.72757 0.902 -2.507 0.365
C 0.96279 0.92820 0.56263 2.760 5.146 1.761
N -1.30442 -1.52501 1.70948 2.521 -0.380 -2.244



2.
11
Properties=species:S:1:pos:R:3:forces:R:3 method="wB97M-V/def2-TZVPD" fmax_ev_per_a=4.78 total_charge=0 multiplicity=1 smiles=Cn1nnnc1[SeH] homo_energy_ev=-9.00 orbital_gap_ev=9.5
N -1.59952 -0.10176 1.09746 -0.466 -0.546 -1.637
Se -1.99144 -0.30869 -1.60823 -0.129 0.009 -0.190
H 2.30148 0.86746 0.04557 -0.119 -1.005 -1.199
N 0.48082 0.11247 1.54005 0.491 0.141 2.530
C -0.97023 -0.08984 -0.05957 2.698 0.889 1.183
C 1.68678 0.13790 -0.56000 -1.949 3.091 1.188
H 2.06543 -0.82824 -0.62816 0.863 -1.531 -0.100
N -0.71346 -0.02401 2.05096 2.127 0.571 0.537
H 1.36347 0.54489 -1.53387 0.659 -0.156 0.369
H -3.06388 -0.44189 -0.59628 -0.108 -0.028 -0.623
N 0.44055 0.13172 0.25207 -4.068 -1.434 -2.059



3.
11
Properties=species:S:1:pos:R:3:forces:R:3 method="wB97M-V/def2-TZVPD" fmax_ev_per_a=3.19 total_charge=+1 multiplicity=1 homo_energy_ev=-14.10 orbital_gap_ev=9.2
H -3.33874 -1.81900 -0.39132 -0.256 -0.280 -0.321
H 1.72175 -0.67193 -0.14267 -2.934 0.991 -0.785
N 0.70120 -0.29842 -0.44058 0.023 0.505 -1.557
N -0.71985 1.58796 -0.00434 -0.426 -0.819 0.587
N -2.65832 -1.11887 -0.19231 0.172 0.783 0.748
N -1.83131 1.73999 0.17638 1.860 0.304 -0.487
H 1.39006 1.75730 -0.22861 -0.219 0.433 0.086
H 0.52048 -0.43859 -1.50997 1.147 0.288 1.863
C -1.49818 -0.99774 -0.01413 -0.316 -1.226 -1.264
N -0.28615 -1.02276 0.21350 0.644 -1.101 1.762
C 0.53079 1.14252 -0.03737 0.304 0.123 -0.631



4.
13
Properties=species:S:1:pos:R:3:forces:R:3 method="wB97M-V/def2-TZVPD" fmax_ev_per_a=2.93 total_charge=0 multiplicity=1 smiles="[H]/N=C/N/N=c1/nn[nH]o1" homo_energy_ev=-8.61 orbital_gap_ev=8.4
C 1.36162 -0.13285 1.11055 -0.613 -0.197 -1.007
N -0.78994 -0.01550 -2.38261 -0.776 0.295 0.057
O -0.20882 0.21830 -1.12847 0.641 0.371 -0.265
N -1.10215 -0.18311 0.98423 -1.233 0.773 0.149
N 2.29122 -0.22311 1.94291 -0.611 0.343 1.384
N -2.42237 -0.03356 -0.96241 -0.473 0.347 -1.030
H 0.00415 0.01670 2.62007 -0.023 0.176 -1.146
H 3.24665 -0.33305 1.67663 0.235 -0.170 -0.849
H -0.44858 0.68552 -3.03326 -0.131 0.170 0.011
N -2.16401 0.07632 -2.18288 0.252 -0.651 0.583
H 1.42053 -0.26267 0.00364 0.112 0.203 1.042
N 0.04386 0.15728 1.59126 2.345 -0.644 1.627
C -1.23216 0.02973 -0.23964 0.273 -1.016 -0.556



5.
8
Properties=species:S:1:pos:R:3:forces:R:3 method="wB97M-V/def2-TZVPD" fmax_ev_per_a=10.11 total_charge=+1 multiplicity=1 smiles=C#[N+]CO homo_energy_ev=-16.59 orbital_gap_ev=9.9
H -0.28769 -1.51088 0.01451 -1.536 -0.867 -0.014
C -1.15735 0.62942 0.78453 1.205 1.244 -1.340
O 0.63447 -1.40201 -0.12102 1.146 4.121 -1.801
C 0.63966 0.22638 -0.61036 8.008 -6.172 0.061
N -0.31978 0.74154 0.03593 -5.307 1.597 2.480
H 0.77831 0.37464 -1.66209 -0.251 -0.009 -0.449
H -1.83520 0.51615 1.50642 -2.762 -0.154 2.666
H 1.54759 0.42477 0.05208 -0.504 0.240 -1.603



6.
9
Properties=species:S:1:pos:R:3:forces:R:3 method="wB97M-V/def2-TZVPD" fmax_ev_per_a=3.64 total_charge=-1 multiplicity=1 homo_energy_ev=-3.59 orbital_gap_ev=8.1
C -1.44807 -0.36922 1.12150 -1.833 2.491 1.910
H 2.42014 1.11575 -2.13775 -0.691 -0.785 2.657
H -1.57698 0.61700 1.66679 0.275 -0.732 -0.528
O 2.20478 0.85647 -1.16600 0.657 0.437 -2.963
H -2.47081 -0.66515 0.80993 0.822 -0.910 -0.121
O -0.04610 -0.18336 -0.84118 0.610 0.172 -1.903
H 1.34441 0.28907 -1.20021 0.604 0.724 0.458
C -0.11375 -1.15425 1.39138 0.725 -1.768 1.613
N -0.31362 -0.50631 0.35553 -1.168 0.371 -1.123



7.
9
Properties=species:S:1:pos:R:3:forces:R:3 method="wB97M-V/def2-TZVPD" fmax_ev_per_a=2.92 total_charge=-1 multiplicity=1 smiles="NCC(=O)[O-]" homo_energy_ev=-3.85 orbital_gap_ev=8.5
C 0.84248 -0.52375 0.78218 -0.069 1.737 0.553
O 2.04272 -0.85410 0.73289 -0.221 -0.346 -0.448
C 0.23105 0.23269 -0.49858 -0.094 -2.632 1.256
H 0.58776 -0.34002 -1.34945 0.513 0.531 -0.340
H -1.54982 0.02245 0.48440 0.024 0.289 0.185
H -1.67822 0.68886 -1.07834 -0.350 0.060 0.382
H 0.65779 1.23091 -0.39470 -0.352 0.299 -0.380
O 0.09273 -0.47293 1.79414 -0.010 -0.503 -0.426
N -1.22651 0.01590 -0.47253 0.559 0.565 -0.783



8.
9
Properties=species:S:1:pos:R:3:forces:R:3 method="wB97M-V/def2-TZVPD" fmax_ev_per_a=2.61 total_charge=-1 multiplicity=1 homo_energy_ev="-2.83 / -2.84" orbital_gap_ev="7.0 / 7.0"
H -0.43325 -0.36833 -1.90640 -0.388 -0.837 0.697
N -0.82269 1.50134 1.49045 0.170 0.702 0.117
O -1.01457 -2.07575 -0.80751 0.289 1.490 -0.037
C -0.32589 -1.02680 -0.95218 0.217 -0.759 -0.916
C 0.70871 -0.48696 -0.18430 -0.590 -1.515 2.035
H -0.16253 0.83559 0.84052 -0.302 1.122 0.355
O -0.52727 2.69444 1.55740 0.104 -1.828 -0.511
H 1.12078 -1.05105 0.69919 -0.603 0.285 -0.821
H 1.45672 -0.02249 -0.73716 1.105 1.340 -0.919



9.
9
Properties=species:S:1:pos:R:3:forces:R:3 method="wB97M-V/def2-TZVPD" fmax_ev_per_a=1.09 total_charge=-1 multiplicity=1 smiles="O=CNC[O-]" homo_energy_ev=-3.15 orbital_gap_ev=7.6
H 0.55898 -0.65970 -1.72922 0.580 -0.400 0.161
O 2.15392 0.31431 -0.85626 0.085 0.205 -0.492
H -0.39417 -1.30449 1.19896 0.243 0.230 -0.054
H -0.01117 1.20388 0.45012 0.779 -0.135 0.105
N -0.05187 0.39704 -0.16072 -0.462 -0.128 0.495
O -1.91917 0.06242 1.28797 -0.044 -0.092 0.188
C 0.97151 -0.00153 -0.93063 -0.687 0.212 0.482
H -1.42548 -1.21143 -0.26552 -0.124 -0.146 0.106
C -1.05590 -0.61936 0.61435 -0.370 0.254 -0.991



10.
9
Properties=species:S:1:pos:R:3:forces:R:3 method="wB97M-V/def2-TZVPD" fmax_ev_per_a=5.37 total_charge=+1 multiplicity=1 smiles="C[C@@H]1O[N+]1=O" homo_energy_ev=-18.53 orbital_gap_ev=11.0
H 1.58137 -0.43107 -0.30844 0.223 -0.294 -0.897
N -0.92516 1.16638 -0.05036 -3.037 2.599 3.259
C -0.46506 -0.07871 -0.31086 1.184 -5.232 0.198
O -1.60612 1.89163 0.59337 1.750 -1.059 -1.630
H -1.20136 -0.78477 -0.80329 0.743 1.131 0.398
H 1.20296 -0.33713 1.22028 -0.841 0.415 0.983
O -0.20371 1.20273 -1.08865 0.558 0.970 -1.300
H 0.84456 -1.86599 0.41615 -0.911 0.746 -0.362
C 0.77254 -0.76308 0.33181 0.330 0.724 -0.650



11.
9
Properties=species:S:1:pos:R:3:forces:R:3 method="wB97M-V/def2-TZVPD" fmax_ev_per_a=4.30 total_charge=+1 multiplicity=3 homo_energy_ev="-14.82 / -19.38" orbital_gap_ev="10.1 / 9.3"
N -1.62333 0.50047 0.47096 -1.036 -0.406 0.322
O -2.56985 -0.01441 0.01612 -0.926 0.165 0.442
C 0.67903 -0.80238 -0.04689 0.784 -2.047 0.853
H 0.87418 -1.60897 -0.73443 0.460 0.319 -0.680
O -0.38603 0.01495 -0.48814 -2.137 -0.196 -2.291
H 0.52570 -1.19359 0.93071 -0.037 -0.147 0.885
H 0.58855 1.16381 0.87274 1.049 -0.822 -1.423
C 0.79608 0.62808 -0.12221 1.156 3.600 2.053
H 1.11567 1.31204 -0.89887 0.685 -0.466 -0.162



12.
10
Properties=species:S:1:pos:R:3:forces:R:3 method="wB97M-V/def2-TZVPD" fmax_ev_per_a=1.71 total_charge=0 multiplicity=1 homo_energy_ev=-8.94 orbital_gap_ev=8.9
O 1.97085 -0.96334 -0.18665 0.621 -0.808 0.191
H -1.99326 -2.15432 -0.02557 -0.302 -0.086 0.082
P 1.86464 0.44511 0.13994 -1.126 0.392 -0.726
C -1.93835 -0.10154 -0.00247 -0.615 1.590 0.139
C -1.40113 -1.26505 -0.12136 0.468 -1.269 -0.116
H 2.92958 0.91117 0.94959 -0.332 0.164 -0.146
O -2.42814 0.94802 0.11562 0.105 -0.431 -0.032
N 0.69602 1.29515 -0.38924 0.991 -0.093 0.600
H 0.65894 2.26700 -0.13182 -0.052 0.370 0.093
H -0.35917 -1.38219 -0.34803 0.243 0.171 -0.085